No. 1
Computed, not measured: a cluster of 2 separate species, C2H7N2O in total, with ωB97M-V/def2-TZVPD.

Last column: Mulliken charge in e.
Atoms and positions in Å:
C (0.99, -1.02, -0.29)  -0.85
C (0.31, 1.15, 0.29)  -0.89
N (-1.18, 0.15, -1.21)  -0.66
N (-0.01, 0.18, -0.68)  0.42
O (-2.52, -0.07, 0.56)  -0.97
H (1.76, -0.65, -0.98)  0.29
H (1.28, -0.91, 0.74)  0.29
H (0.63, -2.04, -0.55)  0.28
H (-0.45, 1.97, 0.34)  0.32
H (0.37, 0.66, 1.20)  0.32
H (1.27, 1.62, -0.01)  0.30
H (-2.45, -1.05, 0.57)  0.16

Orbital gap = 6.5 eV
E_LUMO = 0.1522 Ha
Energy relative to the best compared isomer or geometry (same formula, charge and spin) = 4.6546 eV
Net charge = -1
Energy = -264.98927 a.u.
HOMO = -2.38 eV

---

No. 2
Computed, not measured: a cluster of 2 separate species, C2H7N2O in total, with ωB97M-V/def2-TZVPD.

Last column: Mulliken charge in e.
Atoms and positions in Å:
C (0.88, 0.23, 1.14)  -0.61
C (-0.58, 0.12, 1.12)  -0.69
N (-0.72, -0.01, -2.04)  -0.44
N (-0.57, -0.99, -0.99)  -0.16
O (0.68, -1.29, -1.04)  -0.55
H (1.25, -0.53, 0.22)  0.20
H (1.33, 1.23, 0.90)  0.18
H (1.36, -0.14, 2.16)  0.21
H (-1.10, -0.49, 1.91)  0.15
H (-1.28, 0.75, 0.67)  0.26
H (-1.49, 0.64, -1.94)  0.23
H (0.24, 0.46, -2.11)  0.22

Orbital gap (spin up / spin down) = 6.2 / 6.5 eV
E_LUMO (spin up / spin down) = 0.1795 / 0.1798 Ha
Energy relative to the best compared isomer or geometry (same formula, charge and spin) = 4.7896 eV
Net charge = -1
Energy = -264.98431 a.u.
HOMO (spin up / spin down) = -1.36 / -1.57 eV

---

No. 3
Computed, not measured: the ion C2H7N2O with charge +1, with ωB97M-V/def2-TZVPD.

Last column: Mulliken charge in e.
Atoms and positions in Å:
N (1.12, -1.07, 0.40)  -0.39
C (0.61, 0.35, 0.19)  -0.53
C (-0.83, 0.09, -0.12)  0.62
N (-1.51, 1.05, -0.76)  -0.37
O (-1.42, -0.90, 0.32)  -0.59
H (0.97, -1.68, -0.43)  0.37
H (0.64, -1.68, 1.07)  0.37
H (2.14, -0.97, 0.47)  0.36
H (0.77, 0.89, 1.13)  0.33
H (1.18, 0.96, -0.52)  0.35
H (-1.14, 1.99, -0.88)  0.22
H (-2.52, 0.98, -0.87)  0.27

Orbital gap = 10.9 eV
E_LUMO = -0.1437 Ha
Energy relative to the best compared isomer or geometry (same formula, charge and spin) = 0.5738 eV
Net charge = +1
Energy = -264.91010 a.u.
HOMO = -14.85 eV

---

No. 4
Computed, not measured: the ion C2H7N2O with charge +1, with ωB97M-V/def2-TZVPD.

Last column: Mulliken charge in e.
Atoms and positions in Å:
C (-0.31, -0.02, 1.05)  -0.41
C (0.24, 0.22, -0.33)  0.67
N (-0.11, -0.61, -1.26)  -0.42
N (0.86, 1.29, -0.63)  -0.34
O (-0.54, -1.43, 1.38)  -0.53
H (0.37, 0.32, 1.76)  0.31
H (-1.27, 0.49, 1.17)  0.34
H (0.26, -0.37, -2.25)  0.25
H (-0.25, -1.66, -1.02)  0.33
H (-1.40, -1.51, 1.80)  0.34
H (0.79, 1.46, -1.66)  0.22
H (1.36, 1.82, 0.00)  0.23

Orbital gap = 11.7 eV
E_LUMO = -0.1449 Ha
Energy relative to the best compared isomer or geometry (same formula, charge and spin) = 0.9882 eV
Net charge = +1
Energy = -264.89487 a.u.
HOMO = -15.66 eV

---

No. 5
Computed, not measured: a cluster of 2 separate species, C2H7N2O in total, with ωB97M-V/def2-TZVPD.

Last column: Mulliken charge in e.
Atoms and positions in Å:
C (-0.93, -0.85, 0.42)  0.23
C (2.57, 0.59, -1.08)  -0.50
N (1.28, 0.75, -0.81)  -0.29
N (-2.27, -0.05, 1.02)  -0.48
O (0.13, -0.49, 0.74)  -0.25
H (-1.33, -1.56, -0.33)  0.35
H (3.27, 1.35, -0.79)  0.30
H (3.11, -0.31, -0.72)  0.28
H (2.52, 0.77, -2.27)  0.25
H (-2.04, 0.69, 1.68)  0.35
H (-2.98, -0.61, 1.62)  0.39
H (-2.74, 0.13, 0.13)  0.37

Orbital gap (spin up / spin down) = 7.7 / 7.9 eV
E_LUMO (spin up / spin down) = -0.1706 / -0.1639 Ha
Energy relative to the best compared isomer or geometry (same formula, charge and spin) = 6.6199 eV
Net charge = +1
Energy = -264.68791 a.u.
HOMO (spin up / spin down) = -12.39 / -12.40 eV

---

No. 6
Computed, not measured: a cluster of 2 separate species, C2H7N2O in total, with ωB97M-V/def2-TZVPD.

Last column: Mulliken charge in e.
Atoms and positions in Å:
C (-1.62, 1.37, 1.53)  -0.05
N (-0.45, 1.73, 1.18)  -0.05
H (-2.02, 1.91, 2.37)  0.26
H (-2.18, 0.63, 0.98)  0.26
H (0.05, 1.22, 0.43)  0.30
H (-0.04, 2.41, 1.79)  0.28
C (0.43, -0.81, -1.13)  0.24
N (0.77, -2.06, -1.44)  -0.32
O (0.84, -0.18, -0.16)  -0.72
H (-0.21, -0.37, -1.90)  0.28
H (1.29, -2.61, -0.76)  0.26
H (0.39, -2.44, -2.29)  0.25

Orbital gap = 9.7 eV
E_LUMO = -0.1828 Ha
Energy relative to the best compared isomer or geometry (same formula, charge and spin) = 0.6830 eV
Net charge = +1
Energy = -264.90609 a.u.
HOMO = -14.65 eV

---

No. 7
Computed, not measured: a cluster of 2 separate species, C2H7N2O in total, with ωB97M-V/def2-TZVPD.

Last column: Mulliken charge in e.
Atoms and positions in Å:
C (-1.12, 0.48, 1.28)  -0.23
C (0.29, -0.48, -1.48)  -0.53
N (-0.56, 1.38, 0.61)  -0.38
N (1.21, -0.07, -0.56)  0.03
O (1.23, -0.87, 0.46)  -0.17
H (2.10, -0.67, 1.04)  0.46
H (-2.15, 0.37, 1.63)  0.30
H (-0.64, -0.58, 1.43)  0.23
H (-0.56, -0.92, -0.97)  0.41
H (1.05, -1.33, -1.99)  0.31
H (0.08, 0.34, -2.22)  0.30
H (-0.92, 2.35, 0.75)  0.28

Orbital gap (spin up / spin down) = 7.9 / 7.9 eV
E_LUMO (spin up / spin down) = -0.2537 / -0.2536 Ha
Energy relative to the best compared isomer or geometry (same formula, charge and spin) = 6.3819 eV
Net charge = +1
Energy = -264.69666 a.u.
HOMO (spin up / spin down) = -14.81 / -14.81 eV

---

No. 8
Computed, not measured: the ion C2H7N2O2 with charge +1, with ωB97M-V/def2-TZVPD.

Last column: Mulliken charge in e.
Atoms and positions in Å:
C (0.84, -0.05, 0.05)  0.77
C (-0.57, -0.75, 0.05)  -0.63
N (0.85, 1.10, -0.65)  -0.45
N (-1.60, 0.26, 0.17)  -0.27
O (0.94, 1.10, 0.79)  -0.39
O (1.90, -1.07, 0.02)  -0.48
H (-0.72, -1.55, 0.82)  0.38
H (-0.49, -1.08, -1.06)  0.32
H (1.73, 1.50, -0.96)  0.31
H (-1.46, 0.97, 0.96)  0.38
H (-2.42, -0.38, 0.06)  0.38
H (-1.75, 0.85, -0.61)  0.34
H (2.74, -0.90, 0.35)  0.35

Orbital gap = 10.9 eV
E_LUMO = -0.1401 Ha
Energy relative to the best compared isomer or geometry (same formula, charge and spin) = 4.4229 eV
Net charge = +1
Energy = -340.01757 a.u.
HOMO = -14.68 eV

---

No. 9
Computed, not measured: a cluster of 2 separate species, C2H7N2O2 in total, with ωB97M-V/def2-TZVPD.

Last column: Mulliken charge in e.
Atoms and positions in Å:
C (-0.29, -0.32, -1.06)  0.09
C (1.46, -0.16, 1.06)  -0.27
N (-2.64, -0.62, -0.88)  -0.33
N (1.13, 0.84, 1.77)  -0.19
O (-0.62, -0.13, -2.35)  -0.43
O (-1.36, -0.52, -0.36)  -0.12
H (2.37, -0.28, 0.46)  0.34
H (0.70, -0.91, 1.08)  0.34
H (-2.71, -0.19, -1.79)  0.26
H (-3.21, -0.28, -0.10)  0.26
H (0.39, 0.52, 2.46)  0.34
H (0.21, 0.15, -2.89)  0.40
H (1.48, 1.79, 1.53)  0.30

Orbital gap = 8.7 eV
E_LUMO = -0.1754 Ha
Energy relative to the best compared isomer or geometry (same formula, charge and spin) = 5.4169 eV
Net charge = +1
Energy = -339.98104 a.u.
HOMO = -13.50 eV

---

No. 10
Computed, not measured: a cluster of 2 separate species, C2H7N2OP in total, with ωB97M-V/def2-TZVPD.

Last column: Mulliken charge in e.
Atoms and positions in Å:
C (2.29, 0.28, 1.30)  -0.08
C (-1.94, 0.45, 0.23)  -1.08
N (1.60, 1.05, 0.65)  -0.55
N (-0.34, -0.33, -1.86)  -0.48
O (0.02, -1.77, 0.31)  -0.59
P (-0.30, -0.43, -0.16)  0.85
H (3.26, 0.51, 1.86)  0.26
H (1.99, -0.90, 1.45)  0.12
H (-1.82, 1.21, -0.39)  0.38
H (-2.55, -0.30, -0.10)  0.39
H (-1.81, 0.76, 1.19)  0.34
H (-0.59, 0.54, -2.24)  0.21
H (0.19, -1.07, -2.24)  0.24

Orbital gap (spin up / spin down) = 8.0 / 8.0 eV
E_LUMO (spin up / spin down) = -0.0016 / -0.0016 Ha
Energy relative to the best compared isomer or geometry (same formula, charge and spin) = 3.4801 eV
Net charge = 0
Energy = -606.42615 a.u.
HOMO (spin up / spin down) = -8.01 / -8.02 eV

---

No. 11
Computed, not measured: the ion C2H7N2OS with charge +1, with ωB97M-V/def2-TZVPD.

Last column: Mulliken charge in e.
Atoms and positions in Å:
C (0.80, 0.53, -0.04)  0.27
C (-0.43, -0.31, -0.24)  0.31
N (0.79, 1.82, -0.16)  -0.27
N (-0.22, -1.59, 0.33)  -0.59
O (1.91, -0.08, 0.17)  -0.43
S (-1.95, 0.65, 0.24)  -0.25
H (-0.35, -0.42, -1.54)  0.35
H (-0.07, 2.34, -0.31)  0.20
H (1.66, 2.34, -0.09)  0.30
H (1.79, -1.05, 0.25)  0.42
H (-0.29, -1.58, 1.34)  0.26
H (-0.84, -2.31, -0.03)  0.26
H (-2.81, -0.35, 0.08)  0.18

Orbital gap = 9.9 eV
E_LUMO = -0.1526 Ha
Energy relative to the best compared isomer or geometry (same formula, charge and spin) = 0.0000 eV
Net charge = +1
Energy = -663.08959 a.u.
HOMO = -14.01 eV

---

No. 12
Computed, not measured: a cluster of 2 separate species, C2H7N2S in total, with ωB97M-V/def2-TZVPD.

Last column: Mulliken charge in e.
Atoms and positions in Å:
C (3.42, 1.01, -0.19)  -0.76
S (1.58, 1.18, 0.07)  -0.72
H (3.52, 0.69, -1.16)  0.25
H (3.65, 0.09, 0.36)  0.16
H (3.88, 1.83, 0.47)  0.18
N (-1.16, -1.17, 0.05)  -0.34
C (-2.52, -0.92, 0.20)  0.16
N (-3.58, -1.51, -0.29)  -0.72
H (-0.98, -2.12, -0.26)  0.21
H (-0.57, -0.47, 0.49)  0.16
H (-2.68, 0.17, 0.63)  0.15
H (-4.25, -0.80, -0.06)  0.26

Orbital gap = 6.3 eV
E_LUMO = 0.1426 Ha
Energy relative to the best compared isomer or geometry (same formula, charge and spin) = 1.5193 eV
Net charge = -1
Energy = -588.07995 a.u.
HOMO = -2.39 eV

---

No. 13
Computed, not measured: a cluster of 2 separate species, C2H7N2S in total, with ωB97M-V/def2-TZVPD.

Last column: Mulliken charge in e.
Atoms and positions in Å:
C (1.81, 1.15, 0.56)  -0.73
S (0.64, 1.54, 1.91)  -0.72
H (1.68, 0.18, 0.07)  0.17
H (1.76, 1.89, -0.24)  0.19
H (2.83, 1.18, 0.95)  0.22
N (-0.99, -0.57, 0.36)  -0.50
C (-1.62, -0.65, -0.84)  0.10
N (-1.56, -1.65, -1.67)  -0.70
H (-0.19, -1.18, 0.39)  0.25
H (-0.85, 0.33, 0.84)  0.15
H (-2.05, 0.29, -1.21)  0.35
H (-1.47, -2.51, -1.13)  0.21

Orbital gap = 7.0 eV
E_LUMO = 0.1552 Ha
Energy relative to the best compared isomer or geometry (same formula, charge and spin) = 0.4485 eV
Net charge = -1
Energy = -588.11931 a.u.
HOMO = -2.78 eV

---

No. 14
Computed, not measured: a cluster of 2 separate species, C2H7N2S in total, with ωB97M-V/def2-TZVPD.

Last column: Löwdin spin population.
Atoms and positions in Å:
C (0.68, 0.51, 2.53)  0.11
S (-0.49, -0.79, 2.15)  0.85
H (1.51, -0.07, 2.96)  0.04
H (0.31, 1.09, 3.36)  0.01
H (1.08, 1.11, 1.72)  0.00
N (0.28, -0.01, -1.10)  0.00
C (-0.77, -0.30, -1.89)  0.00
N (-0.73, -0.40, -3.16)  0.00
H (1.21, -0.11, -1.49)  0.00
H (0.26, -0.34, -0.14)  0.00
H (-1.71, -0.57, -1.39)  0.00
H (-1.62, -0.12, -3.56)  0.00

Orbital gap (spin up / spin down) = 9.5 / 6.4 eV
Spin multiplicity = 2
<S²> = 0.7527
E_LUMO (spin up / spin down) = 0.0279 / -0.0859 Ha
Energy relative to the best compared isomer or geometry (same formula, charge and spin) = 0.2732 eV
Net charge = 0
Energy = -588.02814 a.u.
HOMO (spin up / spin down) = -8.78 / -8.76 eV

---

No. 15
Computed, not measured: a cluster of 2 separate species, C2H7N2S in total, with ωB97M-V/def2-TZVPD.

Last column: Löwdin spin population.
Atoms and positions in Å:
C (-0.63, -0.58, -2.16)  0.05
C (0.47, 1.18, 4.43)  0.82
N (-0.49, -0.89, -3.42)  0.07
N (0.29, -0.20, -1.31)  0.12
S (-0.06, 0.45, 0.14)  0.75
H (-1.56, -0.28, -1.79)  0.00
H (1.12, 0.97, 3.57)  0.06
H (-0.61, 1.02, 4.52)  0.06
H (0.95, 1.32, 5.38)  0.06
H (-1.22, -1.41, -3.94)  0.00
H (0.47, -1.04, -3.87)  0.00
H (1.29, -0.52, -1.56)  0.00

Orbital gap (spin up / spin down) = 6.5 / 7.6 eV
Spin multiplicity = 3
<S²> = 2.0088
E_LUMO (spin up / spin down) = -0.1701 / -0.2535 Ha
Energy relative to the best compared isomer or geometry (same formula, charge and spin) = 0.5749 eV
Net charge = +1
Energy = -587.70388 a.u.
HOMO (spin up / spin down) = -11.12 / -14.51 eV

---

No. 16
Computed, not measured: the molecule C2H7N3, with ωB97M-V/def2-TZVPD.

Last column: Mulliken charge in e.
Atoms and positions in Å:
C (1.70, -0.07, 0.37)  -0.83
C (-0.64, 0.17, -0.24)  0.30
N (-1.40, 1.24, -0.52)  -0.52
N (-1.11, -1.02, 0.21)  -0.41
N (0.61, 0.57, -0.35)  -0.44
H (-0.48, -1.81, 0.19)  0.21
H (-2.38, 1.11, -0.72)  0.17
H (-0.24, 1.73, -0.68)  0.50
H (-2.08, -1.21, 0.09)  0.21
H (2.63, 0.45, 0.13)  0.27
H (1.56, -0.04, 1.46)  0.30
H (1.83, -1.12, 0.06)  0.25

Orbital gap = 9.0 eV
E_LUMO = 0.0322 Ha
Energy relative to the best compared isomer or geometry (same formula, charge and spin) = 1.8102 eV
Net charge = 0
Energy = -244.60884 a.u.
HOMO = -8.16 eV

---

No. 17
Computed, not measured: the molecule C2H7N3, with ωB97M-V/def2-TZVPD.

Last column: Mulliken charge in e.
Atoms and positions in Å:
C (-0.87, 0.08, 1.50)  -0.53
C (0.35, -0.37, -1.25)  0.05
H (-0.36, -0.61, 2.41)  0.19
H (-1.52, -0.50, 0.73)  0.24
H (-1.39, 0.97, 2.00)  0.26
H (0.03, 0.96, 0.07)  0.38
H (1.87, -0.90, 0.42)  0.28
H (0.71, -0.90, -2.25)  0.30
H (-0.76, 0.67, -2.47)  0.25
N (0.42, 0.45, 0.97)  -0.53
N (0.87, -0.56, 0.09)  -0.25
N (-0.63, 0.40, -1.40)  -0.63

Orbital gap = 9.9 eV
E_LUMO = 0.0336 Ha
Energy relative to the best compared isomer or geometry (same formula, charge and spin) = 3.8555 eV
Net charge = 0
Energy = -244.53368 a.u.
HOMO = -8.96 eV

---

No. 18
Computed, not measured: the molecule C2H7N3, with ωB97M-V/def2-TZVPD.

Last column: Mulliken charge in e.
Atoms and positions in Å:
C (0.36, -1.80, -1.60)  -0.49
C (-0.23, 1.86, 1.27)  -0.70
N (-0.24, -1.17, -0.43)  -0.49
N (0.17, 0.06, -0.21)  -0.17
N (-0.20, 0.51, 1.00)  0.02
H (0.49, -1.10, -2.44)  0.25
H (-0.38, -2.63, -1.95)  0.21
H (1.27, -2.19, -1.06)  0.24
H (0.02, 2.14, 2.25)  0.29
H (0.45, 2.43, 0.53)  0.26
H (-1.24, 2.15, 1.02)  0.28
H (-0.48, -0.25, 1.62)  0.29

Orbital gap = 9.7 eV
E_LUMO = 0.0464 Ha
Energy relative to the best compared isomer or geometry (same formula, charge and spin) = 2.8359 eV
Net charge = 0
Energy = -244.57115 a.u.
HOMO = -8.44 eV

---

No. 19
Computed, not measured: a cluster of 2 separate species, C2H7N3 in total, with ωB97M-V/def2-TZVPD.

Last column: Mulliken charge in e.
Atoms and positions in Å:
C (0.50, -0.49, 2.46)  -0.33
N (0.65, 0.20, 1.42)  -0.43
H (0.98, -1.46, 2.53)  0.24
H (0.08, -0.13, 3.41)  0.23
H (-0.08, 0.92, 1.39)  0.21
N (0.74, -0.09, -1.59)  -0.41
C (-0.55, 0.28, -1.80)  -0.02
N (-1.33, 0.79, -0.91)  -0.57
H (1.15, -0.10, -0.66)  0.34
H (1.01, -0.85, -2.19)  0.22
H (-0.87, 0.29, -2.85)  0.31
H (-2.28, 0.64, -1.22)  0.21

Orbital gap = 10.0 eV
E_LUMO = 0.0436 Ha
Energy relative to the best compared isomer or geometry (same formula, charge and spin) = 1.5481 eV
Net charge = 0
Energy = -244.61848 a.u.
HOMO = -8.79 eV

---

No. 20
Computed, not measured: the molecule C2H7N3, with ωB97M-V/def2-TZVPD.

Last column: Mulliken charge in e.
Atoms and positions in Å:
C (1.36, -0.59, 0.08)  -0.97
C (-1.19, -0.76, 0.00)  0.06
H (1.74, -0.89, 0.99)  0.35
H (1.44, -1.31, -0.78)  0.34
H (2.08, 0.19, -0.20)  0.33
H (0.08, 1.71, -0.83)  0.20
H (0.28, 1.65, 0.79)  0.21
H (-0.99, -1.86, -0.08)  0.30
H (-2.19, 0.79, -0.06)  0.34
N (-0.05, 0.00, -0.05)  0.24
N (-0.22, 1.30, 0.04)  -0.70
N (-2.36, -0.24, 0.09)  -0.70

Orbital gap = 9.2 eV
E_LUMO = 0.0269 Ha
Energy relative to the best compared isomer or geometry (same formula, charge and spin) = 2.3025 eV
Net charge = 0
Energy = -244.59075 a.u.
HOMO = -8.50 eV